A molecular structure, C22H20BN5O2PdS2Se in a non-equilibrium geometry. Source: the OMol25 dataset; level of theory: ωB97M-V/def2-TZVPD.

Values from the calculation:
HOMO-LUMO gap (alpha / beta)   0.2224 / 0.2220 hartree
Highest occupied orbital energy (alpha / beta)   -0.5189 / -0.5189 hartree
Net charge   +2
Energy relative to the best compared isomer or geometry (same formula, charge and spin)   2.0756 eV

Geometry as XYZ:
```
54
Properties=species:S:1:pos:R:3:forces:R:3
Pd -0.7607 0.0052 -0.0958 3.01 -0.35 -1.99
Se -1.9228 -1.4017 1.9247 -0.51 -0.16 0.75
S -0.1078 -2.0368 -1.1996 -0.56 0.32 0.43
S 2.0054 -3.8432 -0.3641 0.04 -0.29 0.02
O -3.2516 0.3167 -0.1042 0.28 0.09 -0.03
O -2.6291 1.5142 1.7794 -0.24 -0.15 -0.12
N -2.8809 -3.3933 0.1014 0.24 -0.43 -0.43
N 0.0129 2.0694 -0.3658 -1.67 0.05 0.20
N 1.9840 -1.3072 0.3346 -0.06 0.31 0.53
N 1.2995 -0.1150 0.2849 -2.52 -3.09 -1.30
N -4.5083 -2.5129 1.2238 -0.43 0.01 0.28
C -0.6345 3.1567 -0.7780 0.07 0.03 -0.06
C 1.1678 2.2099 0.2753 0.84 -0.97 0.55
C -3.5656 3.6942 1.0448 -0.07 0.27 0.01
C -6.6187 -4.7961 -0.8049 0.01 -0.07 -0.05
C -3.6616 1.6622 -0.2375 0.00 -0.37 -0.18
C 3.4831 -3.7526 0.6726 -0.03 0.05 -0.09
C -4.3107 2.2407 -1.2976 -0.06 0.09 -0.17
C 1.7179 3.4241 0.5462 0.50 0.92 0.19
C -3.1909 -2.5030 1.0269 -0.20 0.35 0.22
C -5.2819 -1.7638 2.2248 0.08 -0.16 -0.28
C -4.0395 -4.0200 -0.3569 0.40 -0.06 -0.09
C -4.2276 4.3094 -0.0188 0.01 -0.01 0.02
C -5.5545 -5.3799 -1.5229 -0.14 -0.01 0.00
C -4.2470 -5.0062 -1.3158 0.14 -0.03 -0.06
C -0.1502 4.4384 -0.5366 -0.27 -0.05 -0.28
C -3.2918 2.3601 0.8878 0.19 -0.13 0.44
C 1.8587 0.9377 0.5982 1.10 3.30 0.72
C -5.0785 -3.4566 0.3563 -0.11 0.36 0.31
C -4.5867 3.6025 -1.1660 0.01 -0.02 0.00
C 1.0347 4.5744 0.1428 0.44 0.00 0.25
C -6.4050 -3.8265 0.1498 -0.08 0.03 0.09
C 1.3687 -2.2550 -0.2712 -0.04 -0.12 -0.19
B -2.6177 0.2958 1.1424 -0.46 0.32 0.50
H -5.0988 4.1163 -1.9697 0.02 -0.03 0.05
H 1.4421 5.5563 0.3510 0.00 -0.07 0.01
H -6.0175 -1.1421 1.7217 -0.02 0.04 -0.06
H -5.7739 -6.1437 -2.2573 -0.01 0.03 0.02
H -1.5511 3.0012 -1.3314 -0.08 -0.01 0.09
H -1.9349 -3.5162 -0.2473 -0.01 0.03 -0.07
H -7.6311 -5.1221 -1.0085 0.07 0.01 0.01
H -3.2934 4.2305 1.9466 -0.01 -0.05 -0.10
H -3.4281 -5.4526 -1.8678 -0.08 0.04 0.05
H -7.2243 -3.3833 0.7051 0.10 -0.05 -0.06
H -5.7887 -2.4644 2.8838 0.00 -0.06 -0.01
H 4.0474 -2.8558 0.4426 0.04 0.01 -0.03
H -0.7045 5.3011 -0.8856 0.03 -0.09 0.01
H 2.8533 0.9076 1.0377 0.01 0.06 -0.16
H -4.6185 -1.1454 2.8142 0.13 0.06 0.05
H 2.6740 3.4810 1.0542 -0.10 0.07 -0.03
H -4.5858 1.6778 -2.1808 0.00 0.03 0.06
H -4.4772 5.3606 0.0542 0.01 -0.05 -0.01
H 3.2021 -3.7749 1.7216 -0.01 0.03 0.01
H 4.0688 -4.6347 0.4229 -0.02 0.00 0.01
```
Forces are in eV/Å.

---

A molecular structure, C36H44N7OOsS. Source: the OMol25 dataset; level of theory: ωB97M-V/def2-TZVPD.

Values from the calculation:
HOMO-LUMO gap (alpha / beta)   0.2502 / 0.2501 hartree
Highest occupied orbital energy (alpha / beta)   -0.6038 / -0.6037 hartree
Net charge   +3

Geometry as XYZ:
```
90
Properties=species:S:1:pos:R:3:forces:R:3
Os -0.0680 -0.4020 -0.8554 -0.01 0.37 -0.13
S -0.2925 2.5786 0.4870 0.09 0.01 -0.02
O -0.6497 1.0364 0.4078 -0.05 -0.20 0.00
N -0.8633 -1.6974 0.3690 -0.09 -0.42 0.12
N -2.3157 6.0862 -1.8461 -0.01 -0.04 0.00
N 2.1652 -2.8401 -2.9173 0.05 -0.08 -0.07
N 3.2105 -1.1017 -1.7655 -0.17 0.08 0.00
N 1.1305 -1.9006 -1.0320 0.14 -0.17 0.06
N -1.8489 -1.3856 2.4692 -0.09 -0.02 0.00
N -3.1257 -1.1190 0.5459 0.00 0.01 -0.08
C -1.5557 3.7123 -2.5107 0.01 -0.12 -0.04
C -2.8809 4.2052 3.7749 -0.01 0.01 0.00
C -1.9216 4.3543 1.5780 -0.07 -0.06 0.05
C -0.5481 -1.3664 3.1327 0.02 -0.02 0.01
C -1.9988 5.0402 -2.2003 -0.03 0.12 0.00
C 1.8407 1.7598 2.0665 -0.01 0.00 0.00
C -4.0985 -0.1585 1.0780 0.05 0.01 -0.04
C 1.3065 -5.2281 0.6276 0.13 0.00 -0.07
C 0.9372 -3.5488 -3.2942 -0.02 -0.03 0.03
C -0.6860 -4.0224 1.2898 0.05 -0.10 0.04
C -1.3192 3.1208 1.7993 -0.02 0.12 -0.02
C -0.1549 -0.2887 -2.9250 -0.07 -0.13 0.13
C 2.1448 3.6729 0.5970 0.03 -0.04 -0.03
C -2.7027 4.9000 2.5899 -0.03 0.00 -0.02
C -2.9861 -1.6156 3.3718 0.01 -0.02 0.00
C 3.4198 -0.4312 -0.4739 0.04 -0.05 -0.04
C 4.0496 -0.6051 -2.8651 -0.04 0.03 0.02
C -0.2504 -2.9447 0.5190 0.25 0.23 -0.24
C 3.9260 2.9576 2.0423 0.03 -0.01 0.00
C 0.9155 -3.0465 -0.2449 -0.27 0.21 0.04
C -2.0187 1.3631 -2.6996 0.10 0.05 0.00
C -0.1984 3.4798 -2.7106 0.01 0.02 0.02
C 3.1334 1.9202 2.5309 0.01 0.02 0.00
C -2.2824 2.9596 3.9721 -0.02 0.02 0.01
C 3.4373 3.8305 1.0822 -0.01 0.01 -0.02
C 1.7240 -4.1822 -0.1684 -0.02 -0.08 0.03
C 0.2601 2.1800 -2.8367 0.10 -0.06 0.04
C -3.4041 -1.6604 -0.7883 -0.02 0.03 0.08
C -1.4891 2.4089 2.9854 0.11 -0.04 -0.04
C -1.9813 -1.3943 1.1504 0.06 0.02 0.02
C 0.1021 -5.1552 1.3331 -0.14 0.02 0.07
C 3.3709 -3.3643 -3.5811 -0.01 -0.04 0.02
C 1.3632 2.6401 1.1003 -0.07 0.01 0.07
C -2.4719 2.6534 -2.5275 0.02 0.08 0.02
C 2.2128 -1.9580 -1.9383 0.16 0.20 0.12
C -0.6395 1.1009 -2.8258 -0.03 0.00 -0.04
H 0.8640 -0.3521 -3.3176 -0.08 -0.04 -0.10
H -4.4827 -1.7513 -0.8946 -0.01 -0.01 0.00
H -3.0248 -0.9993 -1.5663 -0.03 -0.04 0.01
H 1.9126 -6.1205 0.7028 0.00 0.01 -0.02
H 0.0611 -3.0363 -2.9111 0.02 -0.01 0.00
H 2.6552 -4.2530 -0.7163 -0.01 0.00 0.00
H 3.4203 -3.0382 -4.6188 0.01 0.00 0.00
H -1.6142 -3.9826 1.8457 0.00 0.01 -0.01
H 0.4888 4.3148 -2.7459 0.00 0.00 0.00
H -0.2730 -2.3705 3.4597 0.01 0.02 0.01
H -3.6480 0.4144 1.8845 -0.03 0.01 -0.02
H 3.6406 -0.9061 -3.8246 0.01 0.05 0.02
H -3.1763 5.8609 2.4418 0.01 0.00 0.00
H 1.2079 0.9743 2.4550 -0.01 -0.02 0.01
H -3.4925 4.6333 4.5581 0.01 -0.01 0.00
H 0.9621 -4.5664 -2.9028 -0.01 0.00 -0.01
H -2.4282 2.4375 4.9085 0.01 0.00 0.00
H 3.1765 -1.0984 0.3483 -0.03 0.00 0.01
H 4.0519 0.4837 -2.8110 0.02 0.00 0.01
H -0.2139 -6.0019 1.9275 -0.01 0.02 0.00
H 4.2666 -3.0611 -3.0498 -0.02 -0.04 0.00
H -1.0003 1.4518 3.1269 -0.04 0.06 0.01
H -2.7278 0.5522 -2.7992 0.00 0.03 0.01
H -1.7975 4.8801 0.6379 0.03 0.01 0.04
H 2.8265 0.4822 -0.3951 0.02 0.03 -0.02
H -5.0057 -0.6515 1.4237 -0.01 0.01 0.00
H 3.3057 -4.4518 -3.5600 -0.01 0.00 -0.02
H 5.0745 -0.9604 -2.7714 0.00 0.01 -0.02
H 1.7500 4.3530 -0.1488 0.00 0.00 0.02
H -0.6172 -0.7238 4.0097 0.00 0.00 0.00
H -0.8256 -0.9643 -3.4469 -0.04 -0.01 0.02
H 1.3158 1.9969 -3.0044 -0.01 0.00 -0.01
H -2.6711 -2.3393 4.1227 0.00 0.00 0.00
H -3.2897 -0.6986 3.8758 0.01 0.00 0.00
H 4.4737 -0.1700 -0.4069 0.01 -0.02 0.02
H 3.5240 1.2561 3.2908 -0.01 0.00 0.00
H -3.8261 -2.0279 2.8215 0.01 -0.01 0.02
H 4.9302 3.0892 2.4234 -0.01 0.00 0.00
H 0.2113 -0.9885 2.4558 0.03 0.01 0.00
H 4.0557 4.6376 0.7131 0.00 0.00 0.01
H -2.9631 -2.6477 -0.8958 0.02 0.00 -0.02
H -4.3571 0.5271 0.2712 -0.02 0.01 0.00
H 0.8911 -3.5881 -4.3812 -0.01 0.00 0.00
H -3.5293 2.8604 -2.4294 0.00 0.01 0.00
```
Forces are in eV/Å.

---

A single C4H8N2O molecule in a non-equilibrium geometry. Source: the OMol25 dataset; level of theory: ωB97M-V/def2-TZVPD.

Values from the calculation:
HOMO-LUMO gap   0.3905 hartree
Highest occupied orbital energy   -0.3673 hartree
Structure (SMILES)   CC[C@@H](O)NC#N
Energy relative to the best compared isomer or geometry (same formula, charge and spin)   2.5866 eV

Geometry as XYZ:
```
15
Properties=species:S:1:pos:R:3:forces:R:3
O -0.7223 -1.8471 0.3468 1.44 -0.07 1.49
N -1.2484 0.5342 0.5081 3.14 -2.70 2.69
N -3.3239 0.9940 -0.6515 -3.30 0.73 -1.91
C 1.6186 1.0325 -0.2522 1.76 -1.24 -0.91
C -0.3744 -0.6067 -0.1668 -0.59 0.65 2.25
C 1.1014 -0.3493 0.1422 2.10 -1.54 0.53
C -2.4029 0.7505 -0.0518 1.38 -0.35 0.79
H 2.6354 1.1363 0.1758 -0.85 0.48 0.81
H 2.0432 0.9875 -1.3099 -1.78 0.59 0.69
H 0.8608 1.7512 0.0480 0.60 0.63 -0.50
H -0.6509 -0.5645 -1.1679 -0.05 0.45 -2.03
H 1.4253 -0.6156 1.2228 -1.37 0.66 -1.32
H -1.3050 0.2289 1.5370 -0.07 0.90 -1.96
H 1.7941 -1.0945 -0.3843 -1.48 0.61 0.28
H -1.4510 -2.3375 0.0038 -0.93 0.20 -0.90
```
Forces are in eV/Å.

---

A molecular structure, C14H6F6N4O3PdS2. Source: the OMol25 dataset; level of theory: ωB97M-V/def2-TZVPD.

Values from the calculation:
HOMO-LUMO gap   0.2396 hartree
Highest occupied orbital energy   -0.5834 hartree
Net charge   +2
Energy relative to the best compared isomer or geometry (same formula, charge and spin)   0.0998 eV

Geometry as XYZ:
```
36
Properties=species:S:1:pos:R:3:forces:R:3
Pd 1.2324 0.3493 -0.1481 -0.13 -0.08 -0.48
S 2.4454 1.1326 2.0463 0.08 -0.04 -0.06
S -0.2906 -1.3991 -7.1537 -0.06 -0.02 0.02
F 0.2840 0.7956 3.4528 -0.03 0.00 0.00
F 2.1409 0.3802 4.4920 -0.01 0.01 0.01
F 1.5547 2.4318 4.0953 -0.01 0.03 0.01
F -1.3416 -0.6594 -0.5448 -0.02 0.00 0.01
F -0.4161 -1.2848 1.2988 0.04 -0.01 0.00
F -1.1375 0.7468 1.0753 -0.01 0.00 0.00
O 1.6261 1.9347 1.0405 -0.02 -0.01 0.21
O 3.7780 1.5252 2.2490 -0.02 0.03 0.07
O 2.2124 -0.2708 1.4855 0.20 0.03 0.24
N 1.2535 -1.2527 -1.3384 0.06 -0.05 0.08
N -0.4885 -0.0114 -6.3702 0.04 0.02 -0.02
N 0.4468 1.2042 -1.7740 -0.07 0.01 -0.04
N 0.2886 -2.3098 -5.9643 0.06 0.02 -0.03
C 0.8271 -0.9862 -2.5966 -0.01 0.06 -0.01
C 0.3776 0.3637 -2.8353 0.02 -0.08 0.02
C 1.5293 1.1956 3.6702 0.02 -0.06 -0.07
C 0.8422 -1.9556 -3.5888 -0.03 0.03 0.02
C 0.3614 -1.5386 -4.8913 -0.02 -0.04 0.01
C 0.0718 2.4752 -1.8932 0.02 0.00 0.04
C -0.0891 -0.2129 -5.1247 -0.01 0.03 -0.01
C -0.6607 -0.3055 0.4981 -0.09 0.14 0.01
C -0.4883 2.1222 -4.2005 0.01 -0.01 0.01
C 1.7604 -3.4729 -1.9663 -0.01 -0.01 -0.01
C 1.7158 -2.4576 -1.0139 -0.02 0.00 -0.03
C -0.4072 2.9609 -3.1078 0.00 0.00 -0.03
C -0.0835 0.7851 -4.0731 0.00 -0.02 0.00
C 1.3215 -3.2297 -3.2521 0.01 0.00 -0.01
H 1.3452 -4.0055 -4.0072 0.00 0.00 0.00
H 2.1396 -4.4432 -1.6788 0.00 0.00 0.00
H 0.1621 3.1024 -1.0149 -0.01 0.00 0.00
H -0.8540 2.4791 -5.1552 0.00 0.00 0.00
H 2.0471 -2.6052 0.0066 0.01 0.01 0.00
H -0.7072 3.9969 -3.1742 0.00 0.00 0.00
```
Forces are in eV/Å.

---

| no. | DFT total energy (Eh) |
| --- | --- |
| 1 | -4624.7050 |
| 2 | -2344.6344 |
| 3 | -341.9086 |
| 4 | -2504.6952 |